The following is a quantum chemistry calculation of a 10-piece molecular cluster, H20O10 overall, from the OMol25 dataset.

The geometry in XYZ format:
```
30
Properties=species:S:1:pos:R:3:forces:R:3
O 0.17647 4.60220 0.15619 0.1 1.3 -3.2
H -0.10470 4.45350 1.00227 -1.4 -0.6 3.4
H 1.02126 4.19189 0.12641 1.2 -0.7 -0.3
O 2.79937 1.99221 -0.39811 0.3 0.3 0.0
H 3.76482 2.25154 -0.39079 -1.7 -0.5 0.9
H 2.34581 1.86706 0.48590 1.4 0.3 -1.0
O -1.09196 -4.09232 1.08890 5.2 -7.6 0.1
H -1.64305 -3.43732 1.13562 -3.9 6.5 -0.3
H -0.23601 -4.07383 0.62654 -1.2 1.2 0.2
O 0.50452 1.22789 -2.10306 4.9 1.1 -0.2
H -0.36668 1.37157 -2.33366 -2.8 1.2 -1.1
H 1.18778 1.93442 -2.47268 -2.6 -2.0 1.2
O -3.94220 0.07053 -0.22922 -0.8 1.9 4.3
H -3.15238 -0.37858 -0.43997 1.6 -1.0 -0.6
H -3.73943 0.34349 0.79358 -0.8 -0.9 -3.6
O 1.14845 -1.08711 -1.12639 6.6 -12.6 4.2
H 0.73783 -0.44236 -1.37424 -7.0 12.0 -4.7
H 1.62335 -0.85469 -0.34641 0.7 0.3 0.9
O -0.74309 0.21143 0.95973 1.0 -2.3 -0.9
H -0.31104 -0.62344 0.55298 -0.3 1.4 1.5
H -1.22539 0.40175 0.15751 -0.7 1.0 -0.6
O 2.28009 -1.69144 1.77134 -10.8 -3.0 -9.4
H 2.83091 -1.26731 2.16061 10.6 9.0 7.3
H 2.37365 -2.49698 2.10020 0.1 -5.9 1.9
O -2.30432 1.32430 3.11318 0.0 2.7 -2.3
H -2.14305 0.45312 3.34291 0.5 -2.8 1.0
H -1.88816 1.33467 2.20090 -0.4 0.1 1.5
O 0.85607 -2.62052 -3.38527 1.1 -5.6 -1.0
H 0.77079 -2.73331 -2.46497 -0.1 0.6 1.6
H 0.68636 -1.79252 -3.64114 -1.0 5.0 -0.9
```
Positions in Å, forces in eV/Å.

As for the frontier orbital gap (alpha / beta): 0.102 / 0.399 Ha. The spin multiplicity is 2. The value obtained for the electronic energy is -20795.160 eV. The net charge is -1.

Here are the Mulliken charges for atoms 1 to 6, given in e: -0.71 0.34 0.30 -0.62 0.34 0.23